Computed, not measured: a 6-piece molecular cluster, C25H45Br2N2O15 overall, with wB97M-V/def2-TZVPD.

Output
Charge = +1
E_HOMO = -0.4543 Eh
LUMO energy = -4.13 eV

Atoms and positions in Å:
C (1.07, -5.39, 0.34)
C (0.94, -4.11, 1.12)
N (1.54, -3.88, 2.21)
C (0.03, -3.02, 0.57)
C (-0.82, -2.38, 1.66)
C (-0.85, -0.85, 1.76)
N (-1.93, -0.71, 2.78)
C (-2.72, -1.71, 2.80)
C (-2.31, -2.78, 1.83)
C (-3.27, -2.78, 0.65)
Br (-2.84, -1.69, -0.83)
C (-4.38, -3.52, 0.68)
C (-4.75, -4.41, 1.84)
Br (-5.61, -3.53, -0.74)
H (0.48, -6.17, 0.83)
H (0.74, -5.29, -0.69)
H (2.11, -5.73, 0.34)
H (2.13, -4.65, 2.49)
H (-0.55, -3.37, -0.27)
H (0.69, -2.25, 0.17)
H (-0.39, -2.69, 2.62)
H (0.09, -0.41, 2.09)
H (-1.25, -0.39, 0.87)
H (-2.02, 0.11, 3.38)
H (-3.58, -1.74, 3.47)
H (-2.34, -3.76, 2.30)
H (-4.77, -3.86, 2.79)
H (-4.04, -5.23, 1.94)
H (-5.73, -4.85, 1.70)
C (-2.13, 5.10, 4.23)
O (-2.53, 4.74, 5.55)
C (-2.35, 3.47, 5.86)
O (-1.89, 2.62, 5.13)
O (-2.76, 3.28, 7.11)
C (-2.62, 1.94, 7.61)
H (-2.32, 6.17, 4.13)
H (-1.07, 4.91, 4.08)
H (-2.71, 4.56, 3.49)
H (-1.57, 1.64, 7.60)
H (-3.21, 1.25, 7.01)
H (-2.99, 1.97, 8.63)
C (-1.74, 3.14, -6.14)
O (-2.78, 2.21, -5.84)
C (-2.96, 1.97, -4.55)
O (-2.34, 2.46, -3.64)
O (-3.94, 1.07, -4.42)
C (-4.22, 0.72, -3.07)
H (-1.72, 3.23, -7.22)
H (-1.96, 4.11, -5.69)
H (-0.78, 2.77, -5.78)
H (-4.54, 1.59, -2.49)
H (-3.32, 0.30, -2.61)
H (-5.02, -0.02, -3.10)
C (1.77, 4.77, 4.48)
O (1.67, 5.66, 3.36)
C (2.58, 6.65, 3.38)
O (3.41, 6.81, 4.22)
O (2.38, 7.41, 2.31)
C (3.29, 8.52, 2.19)
H (0.99, 4.03, 4.33)
H (2.74, 4.28, 4.50)
H (1.61, 5.30, 5.41)
H (4.31, 8.16, 2.12)
H (3.18, 9.18, 3.05)
H (3.00, 9.03, 1.28)
C (2.89, -1.31, -7.30)
O (1.83, -0.89, -6.42)
C (0.64, -1.41, -6.72)
O (0.41, -2.18, -7.62)
O (-0.25, -0.95, -5.84)
C (-1.58, -1.43, -6.05)
H (3.78, -0.80, -6.93)
H (3.02, -2.38, -7.25)
H (2.68, -1.01, -8.32)
H (-1.62, -2.52, -5.96)
H (-1.95, -1.13, -7.02)
H (-2.19, -0.97, -5.28)
C (7.72, -2.80, -2.60)
O (6.92, -2.43, -1.47)
C (5.77, -3.07, -1.37)
O (5.35, -3.91, -2.12)
O (5.13, -2.64, -0.28)
C (3.87, -3.27, -0.06)
H (8.62, -2.19, -2.54)
H (7.98, -3.86, -2.55)
H (7.19, -2.59, -3.53)
H (4.01, -4.34, 0.07)
H (3.20, -3.08, -0.90)
H (3.47, -2.83, 0.85)

Table of Löwdin atomic charges, one value per atom, all in e: C -0.02; C -0.43; N 0.14; C -0.10; C -0.27; C -0.07; N 0.15; C 0.06; C -0.24; C -0.67; Br 0.90; C -0.77; C -0.11; Br 0.81; H 0.09; H 0.08; H 0.08; H 0.08; H 0.09; H 0.13; H 0.13; H 0.15; H 0.09; H 0.18; H 0.17; H 0.15; H 0.08; H 0.10; H 0.07; C -0.02; O 0.02; C -0.63; O 0.08; O 0.02; C -0.03; H 0.10; H 0.07; H 0.10; H 0.10; H 0.09; H 0.10; C -0.02; O 0.01; C -0.63; O 0.12; O 0.00; C -0.07; H 0.10; H 0.10; H 0.10; H 0.10; H 0.02; H 0.10; C -0.05; O -0.01; C -0.62; O 0.13; O 0.01; C -0.03; H 0.08; H 0.10; H 0.10; H 0.10; H 0.10; H 0.09; C -0.03; O 0.00; C -0.63; O 0.13; O 0.00; C -0.03; H 0.09; H 0.10; H 0.10; H 0.10; H 0.10; H 0.08; C -0.03; O 0.01; C -0.62; O 0.12; O 0.01; C -0.06; H 0.10; H 0.10; H 0.10; H 0.09; H 0.10; H 0.08